(1)
The following is a DFT calculation (ωB97M-V with the def2-TZVPD basis set) of a cluster of 2 separate species, C4H8O in total.

Summary:
Gap between HOMO and LUMO: 0.4034 Ha
Net charge: 0
LUMO energy: 0.0359 hartree
Energy above the lowest of the compared OMol25 structures with the same formula, charge and spin: 44.5 kcal/mol

```
13
Properties=species:S:1:pos:R:3:forces:R:3:nbo_charge:R:1
C -0.0868 -0.7120 0.0132 -0.14 -0.01 0.03 0.011
H -1.4647 -0.8820 1.5906 0.03 -0.01 -0.17 0.203
H 1.0895 -1.5553 -1.6417 -0.03 0.18 0.09 0.225
H 0.6507 0.2151 -1.8485 0.00 -0.15 0.12 0.232
H -1.0269 1.4754 0.0545 0.06 0.06 -0.07 0.479
C 0.7778 -0.6255 -1.1688 -0.08 -0.05 -0.21 -0.453
H -0.6821 2.5245 1.0831 0.04 0.12 -0.06 0.465
H 1.9845 -1.0295 0.6928 -0.10 0.12 -0.08 0.223
C 1.3082 -0.3137 0.2304 0.07 0.01 0.22 -0.455
H -2.1191 -1.2416 -0.1161 0.15 0.04 0.10 0.206
H 1.5001 0.7338 0.4571 -0.02 -0.23 -0.04 0.240
O -0.6465 2.3621 0.1342 -0.12 -0.08 0.13 -0.948
C -1.2847 -0.9511 0.5192 0.16 0.00 -0.07 -0.427
```
Forces are in eV/Å.

(2)
The following is a DFT calculation (ωB97M-V with the def2-TZVPD basis set) of an isolated molecule of C17H15N3O in a non-equilibrium geometry.

Summary:
Gap between HOMO and LUMO: 0.2747 Ha
Net charge: 0
LUMO energy: -0.0069 hartree
Energy above the lowest of the compared OMol25 structures with the same formula, charge and spin: 34.9 kcal/mol

```
36
Properties=species:S:1:pos:R:3:forces:R:3:nbo_charge:R:1
C 1.8327 0.4405 0.0245 1.37 0.73 -0.32 0.038
H -5.4510 0.5355 0.4077 -0.11 -0.04 0.00 0.213
H -6.1697 -1.3186 -0.8353 -0.10 0.09 0.00 0.230
H 3.9587 -3.6430 1.0099 -0.01 -0.08 0.03 0.213
H 6.1779 -0.2951 -0.4709 0.11 0.02 -0.02 0.210
N 3.8155 1.2777 -0.5952 0.08 0.25 -0.08 -0.517
H 1.0011 2.7511 -1.3609 0.03 0.07 0.00 0.258
H 6.0781 -2.6368 0.3211 0.07 -0.04 0.00 0.213
H 4.5148 1.9143 -0.9445 -0.15 -0.05 0.04 0.414
N 0.5208 0.2391 0.2612 -2.43 0.63 0.07 -0.166
C 5.1757 -2.0454 0.2784 0.16 0.09 -0.06 -0.220
H -1.9953 2.9737 0.9800 0.06 0.10 -0.02 0.218
H 1.6902 3.4477 0.0866 -0.06 0.05 -0.01 0.243
C -2.1883 -0.2312 -0.0862 0.18 0.18 0.11 -0.191
H -5.8153 -1.8127 0.8257 -0.08 0.07 0.08 0.228
C 2.7856 -1.9028 0.6362 0.10 -0.02 -0.02 -0.190
C -4.3784 0.6440 0.3752 0.09 -0.19 -0.07 -0.177
N -0.2620 1.2466 0.1807 2.53 -0.45 0.03 -0.273
H 2.6342 3.4718 -1.4171 0.05 0.06 -0.04 0.208
H -4.4474 2.6658 1.0616 -0.03 0.05 0.02 0.215
H 1.8484 -2.3419 0.9382 -0.10 -0.07 0.04 0.227
C -2.4434 2.0345 0.6930 0.27 -0.27 -0.06 -0.194
C 5.2418 -0.7388 -0.1653 0.07 -0.01 -0.01 -0.246
C 2.8286 -0.5862 0.1934 0.24 0.26 -0.14 -0.095
C 3.9656 -2.6175 0.6717 -0.14 -0.13 0.07 -0.224
C -3.5660 -0.4103 -0.0473 0.40 0.43 0.15 -0.168
C -1.6110 0.9847 0.2887 -1.43 -0.56 0.00 0.176
C 1.9350 2.8906 -0.8182 0.07 0.07 -0.08 -0.654
C 4.0580 -0.0201 -0.2030 -0.23 -0.60 0.25 0.182
H -5.8038 -3.0149 -0.4830 0.03 0.01 -0.01 0.239
C -3.8109 1.8536 0.7408 -0.13 0.06 0.06 -0.224
C -5.5705 -1.9864 -0.2194 0.12 -0.27 -0.12 -0.717
O -3.3943 -2.5694 -0.9797 -0.01 0.07 0.05 -0.533
C 2.4998 1.5706 -0.4632 -0.66 -0.22 0.17 0.238
H -1.5533 -1.0390 -0.4188 -0.01 -0.04 -0.06 0.250
C -4.1018 -1.7315 -0.4664 -0.35 -0.26 -0.06 0.577
```
Forces are in eV/Å.

(3)
The following is a DFT calculation (ωB97M-V with the def2-TZVPD basis set) of a cluster of 2 separate species, C7H9Cl in total in a non-equilibrium geometry.

Summary:
Gap between HOMO and LUMO: 0.3574 Ha
Net charge: 0
LUMO energy: 0.0312 hartree
Energy above the lowest of the compared OMol25 structures with the same formula, charge and spin: 103.2 kcal/mol

```
17
Properties=species:S:1:pos:R:3:forces:R:3:nbo_charge:R:1
H -1.2080 -2.2838 1.7155 0.39 -1.17 -0.28 0.223
Cl -0.3161 -2.5063 -0.6548 0.07 -2.55 -0.30 0.053
H 1.7312 0.8580 -2.3182 1.33 -0.10 0.70 0.196
H 2.4892 -2.2325 0.3377 0.81 0.55 0.56 0.242
C -1.2089 -1.2594 1.9687 0.39 0.39 3.69 -0.651
C -0.6156 -0.4082 0.9405 -0.26 -0.53 0.18 -0.168
H -1.0349 -0.1554 -2.0547 0.48 -0.32 1.70 0.196
C 2.8252 -1.2876 0.7757 -1.34 -1.79 -1.32 -0.230
H -0.6296 -1.1386 2.9934 -1.05 -0.31 -1.88 0.216
H -0.5977 0.6541 1.1511 0.16 0.04 -0.47 0.218
H -2.2675 -1.0912 2.2412 0.39 0.63 -0.36 0.226
H 2.8717 0.7718 1.4438 0.08 2.46 0.78 0.213
C 2.6845 -0.1290 1.0241 0.74 -1.23 0.02 -0.226
C -0.1701 -0.9254 -0.1973 -0.57 4.08 -0.57 -0.125
C 0.7422 0.5013 -2.3117 -0.96 -0.36 1.70 -0.356
H 0.2156 0.7149 -3.1933 -0.29 0.64 -1.27 0.185
C -0.0944 -0.0642 -1.4168 -0.38 -0.40 -2.86 -0.209
```
Forces are in eV/Å.

Copy entry 3 word for word.
The following is a DFT calculation (ωB97M-V with the def2-TZVPD basis set) of a cluster of 2 separate species, C7H9Cl in total in a non-equilibrium geometry.

Summary:
Gap between HOMO and LUMO: 0.3574 Ha
Net charge: 0
LUMO energy: 0.0312 hartree
Energy above the lowest of the compared OMol25 structures with the same formula, charge and spin: 103.2 kcal/mol

```
17
Properties=species:S:1:pos:R:3:forces:R:3:nbo_charge:R:1
H -1.2080 -2.2838 1.7155 0.39 -1.17 -0.28 0.223
Cl -0.3161 -2.5063 -0.6548 0.07 -2.55 -0.30 0.053
H 1.7312 0.8580 -2.3182 1.33 -0.10 0.70 0.196
H 2.4892 -2.2325 0.3377 0.81 0.55 0.56 0.242
C -1.2089 -1.2594 1.9687 0.39 0.39 3.69 -0.651
C -0.6156 -0.4082 0.9405 -0.26 -0.53 0.18 -0.168
H -1.0349 -0.1554 -2.0547 0.48 -0.32 1.70 0.196
C 2.8252 -1.2876 0.7757 -1.34 -1.79 -1.32 -0.230
H -0.6296 -1.1386 2.9934 -1.05 -0.31 -1.88 0.216
H -0.5977 0.6541 1.1511 0.16 0.04 -0.47 0.218
H -2.2675 -1.0912 2.2412 0.39 0.63 -0.36 0.226
H 2.8717 0.7718 1.4438 0.08 2.46 0.78 0.213
C 2.6845 -0.1290 1.0241 0.74 -1.23 0.02 -0.226
C -0.1701 -0.9254 -0.1973 -0.57 4.08 -0.57 -0.125
C 0.7422 0.5013 -2.3117 -0.96 -0.36 1.70 -0.356
H 0.2156 0.7149 -3.1933 -0.29 0.64 -1.27 0.185
C -0.0944 -0.0642 -1.4168 -0.38 -0.40 -2.86 -0.209
```
Forces are in eV/Å.

- Which of these has the lowest energy above the lowest of the compared OMol25 structures with the same formula, charge and spin?
  C17H15N3O

- Which of these has the lowest energy above the lowest of the compared OMol25 structures with the same formula, charge and spin?
  C17H15N3O

- The lowest gap between HOMO and LUMO belongs to which entry?
  C17H15N3O